Arrangement w

Entry from the OMol25 dataset: a cluster of 13 separate species, C13H52N26O13 in total (wB97M-V/def2-TZVPD).

Geometry as ORCA input:
```
! RIJCOSX wB97M-V def2-TZVPD def2/J DEFGRID3
* xyz 0 1
C -12.86 15.25 -1.48
O -12.34 14.58 -0.55
N -12.22 16.21 -2.18
N -14.15 15.16 -1.75
H -11.24 16.40 -2.12
H -12.83 16.92 -2.55
H -14.46 15.85 -2.41
H -14.80 14.61 -1.20
C -15.96 16.22 -5.37
O -15.04 16.15 -6.19
N -16.15 15.42 -4.30
N -16.96 17.11 -5.50
H -16.91 15.67 -3.71
H -15.49 14.78 -3.87
H -17.79 17.06 -4.92
H -16.87 17.96 -6.03
C -8.56 19.88 -2.87
O -8.66 20.30 -4.04
N -7.40 19.37 -2.41
N -9.64 19.75 -2.09
H -7.28 19.04 -1.46
H -6.67 19.43 -3.09
H -9.42 19.16 -1.29
H -10.55 19.89 -2.49
C -12.01 20.69 1.10
O -11.89 20.13 0.02
N -11.04 21.30 1.80
N -13.25 20.76 1.62
H -10.10 21.00 1.62
H -11.23 21.48 2.77
H -13.48 21.08 2.55
H -13.98 20.19 1.22
C -12.30 21.31 -5.49
O -13.09 20.63 -4.79
N -10.98 21.41 -5.28
N -12.68 21.79 -6.68
H -10.46 21.05 -4.49
H -10.45 21.81 -6.03
H -13.64 22.05 -6.80
H -11.93 21.98 -7.31
C -9.67 17.16 0.50
O -8.97 18.05 -0.04
N -9.21 16.08 1.11
N -11.00 17.39 0.50
H -8.25 16.00 1.39
H -9.93 15.45 1.43
H -11.20 18.25 0.00
H -11.63 16.62 0.31
C -17.22 14.30 0.19
O -16.15 13.78 -0.18
N -17.79 13.98 1.36
N -17.71 15.40 -0.37
H -18.79 14.09 1.42
H -17.45 13.27 1.98
H -18.49 15.87 0.07
H -16.94 15.82 -0.87
C -14.83 17.53 2.28
O -14.02 17.66 1.38
N -15.36 18.50 3.08
N -15.44 16.36 2.65
H -15.75 18.21 3.95
H -15.33 19.44 2.72
H -15.38 15.66 1.92
H -16.26 16.44 3.22
C -14.64 18.80 -2.22
O -15.22 18.11 -1.35
N -13.35 19.15 -2.13
N -15.18 19.20 -3.36
H -12.90 19.61 -2.91
H -12.85 19.06 -1.26
H -16.16 19.02 -3.51
H -14.67 19.78 -4.01
C -11.48 23.77 -2.60
O -11.99 24.44 -3.49
N -11.94 22.64 -2.02
N -10.39 24.32 -2.02
H -11.95 22.63 -1.02
H -12.81 22.41 -2.50
H -10.02 25.16 -2.44
H -9.84 23.95 -1.27
C -15.05 19.12 -7.78
O -14.87 20.19 -8.36
N -14.55 18.80 -6.60
N -15.70 18.06 -8.37
H -14.07 19.58 -6.15
H -14.60 17.83 -6.29
H -15.92 18.20 -9.35
H -15.67 17.10 -8.08
C -19.36 20.01 -1.92
O -19.03 21.04 -1.32
N -18.38 19.19 -2.30
N -20.66 19.61 -2.02
H -17.51 19.51 -1.91
H -18.55 18.33 -2.79
H -21.32 20.13 -1.47
H -20.91 18.76 -2.49
C -18.86 18.03 1.71
O -19.42 17.02 1.28
N -19.28 18.78 2.71
N -17.78 18.55 1.08
H -20.00 18.31 3.25
H -18.88 19.66 2.97
H -17.23 18.02 0.42
H -17.40 19.46 1.29
*
```

Computed properties:
- HOMO-LUMO gap: 8.83 eV
- E_HOMO: -9.016 eV
- Lowest unoccupied orbital energy: -0.18 eV

Here are the Mulliken charges for atoms 1 to 99, given in e: C 0.63; O -0.74; N -0.20; N 0.06; H 0.28; H -0.12; H -0.20; H 0.21; C 0.67; O -0.76; N -0.40; N -0.31; H 0.05; H 0.29; H 0.17; H 0.22; C 0.62; O -0.79; N -0.39; N 0.18; H 0.21; H 0.23; H 0.36; H -0.24; C 0.34; O -0.29; N -0.48; N -0.28; H 0.28; H 0.21; H 0.24; H -0.08; C 0.77; O -0.92; N -0.11; N -0.45; H -0.07; H 0.15; H 0.22; H 0.10; C 0.48; O -0.89; N -0.38; N -0.14; H 0.27; H 0.19; H 0.06; H 0.13; C 0.50; O -0.77; N -0.38; N -0.32; H 0.20; H 0.23; H 0.37; H 0.04; C 0.44; O -0.09; N -0.36; N -0.53; H 0.17; H 0.13; H 0.18; H 0.19; C 0.56; O -0.28; N 0.89; N 0.01; H 0.07; H -0.74; H 0.06; H 0.17; C 0.54; O -0.69; N -0.13; N -0.38; H 0.13; H 0.16; H 0.22; H 0.16; C 0.51; O -0.69; N 0.06; N -0.32; H -0.17; H 0.32; H 0.23; H 0.20; C 0.67; O -0.70; N -0.12; N -0.43; H -0.01; H 0.03; H 0.22; H 0.17; C 0.70; O -0.80; N -0.44

---

Arrangement x

Entry from the OMol25 dataset: a cluster of 13 separate species, C13H52N26O13 in total (wB97M-V/def2-TZVPD).

Geometry as ORCA input:
```
! RIJCOSX wB97M-V def2-TZVPD def2/J DEFGRID3
* xyz 0 1
C -3.72 2.58 -3.97
O -3.73 3.76 -3.79
N -4.80 1.86 -4.08
N -2.68 1.86 -3.88
H -4.87 0.86 -4.05
H -5.47 2.41 -4.60
H -2.83 0.92 -3.55
H -1.78 2.33 -3.87
C -2.03 -2.39 4.51
O -3.26 -2.43 4.29
N -1.13 -2.16 3.58
N -1.43 -2.82 5.59
H -1.37 -1.70 2.71
H -0.19 -2.22 3.93
H -0.43 -2.94 5.62
H -2.05 -3.33 6.21
C 1.53 -4.40 1.16
O 1.27 -4.60 2.33
N 1.24 -5.29 0.26
N 1.89 -3.26 0.61
H 0.97 -6.22 0.56
H 1.31 -5.05 -0.72
H 2.20 -3.25 -0.35
H 1.97 -2.55 1.32
C -0.76 4.56 -1.59
O 0.25 4.83 -0.93
N -1.35 3.46 -1.62
N -1.39 5.33 -2.43
H -0.99 2.64 -1.14
H -2.15 3.26 -2.21
H -1.10 6.30 -2.46
H -2.16 4.99 -2.99
C 2.44 -0.98 3.48
O 3.25 -1.66 2.87
N 1.51 -1.37 4.33
N 2.31 0.31 3.38
H 0.78 -0.69 4.49
H 1.47 -2.32 4.68
H 3.07 0.79 2.92
H 1.77 0.74 4.12
C -2.79 -1.17 -1.93
O -2.16 -0.85 -0.94
N -2.34 -1.14 -3.13
N -4.07 -1.44 -1.85
H -1.38 -1.48 -3.14
H -2.89 -1.48 -3.91
H -4.50 -1.44 -2.77
H -4.40 -1.92 -1.03
C 3.61 -0.44 -3.09
O 4.38 0.26 -2.48
N 2.47 -0.82 -2.67
N 3.90 -1.04 -4.21
H 2.18 -0.52 -1.75
H 1.80 -1.33 -3.22
H 3.33 -1.87 -4.30
H 4.83 -0.89 -4.57
C 0.87 0.96 -0.46
O 1.53 1.94 -0.51
N 0.62 0.20 0.59
N 0.31 0.43 -1.49
H 0.03 -0.62 0.47
H 0.96 0.56 1.46
H -0.35 -0.33 -1.40
H 0.35 0.83 -2.42
C 3.67 5.19 -1.71
O 4.80 5.24 -2.06
N 2.97 4.17 -1.54
N 2.99 6.29 -1.41
H 2.01 4.43 -1.36
H 3.25 3.22 -1.75
H 2.11 6.14 -0.95
H 3.36 7.21 -1.62
C 0.26 -4.01 -2.88
O -0.01 -2.78 -2.67
N -0.30 -4.94 -2.11
N 0.90 -4.56 -3.86
H -0.10 -5.92 -2.27
H -1.08 -4.65 -1.54
H 1.29 -3.90 -4.52
H 1.01 -5.56 -3.91
C -3.16 -3.88 0.37
O -4.09 -3.11 0.27
N -1.93 -3.66 0.08
N -3.25 -5.08 0.82
H -1.63 -2.69 0.05
H -1.23 -4.39 0.12
H -4.18 -5.42 1.00
H -2.45 -5.70 0.90
C 3.01 4.11 2.56
O 3.40 3.09 2.92
N 3.22 5.22 3.20
N 2.19 4.34 1.54
H 2.95 6.07 2.74
H 3.88 5.24 3.97
H 1.95 3.62 0.88
H 1.72 5.21 1.37
C -0.90 1.35 4.88
O 0.02 0.73 5.35
N -1.72 2.19 5.48
N -1.41 1.19 3.68
H -2.43 2.69 4.98
H -1.58 2.52 6.42
H -1.17 0.47 3.02
H -2.22 1.80 3.57
*
```

Computed properties:
- HOMO-LUMO gap: 7.21 eV
- E_HOMO: -7.964 eV
- Lowest unoccupied orbital energy: -0.76 eV

Here are the Mulliken charges for atoms 1 to 99, given in e: C 0.58; O -0.72; N -0.32; N -0.48; H 0.13; H 0.26; H 0.25; H 0.26; C 0.82; O -0.76; N 0.19; N -0.35; H -0.12; H -0.12; H 0.15; H 0.25; C 0.63; O -0.66; N -0.39; N -0.03; H 0.22; H 0.09; H 0.13; H -0.09; C 0.70; O -0.80; N -0.05; N -0.31; H -0.11; H 0.05; H 0.21; H 0.14; C 0.64; O -0.74; N -0.28; N -0.20; H 0.02; H 0.29; H 0.12; H 0.23; C 0.51; O -0.71; N -0.22; N -0.19; H -0.04; H 0.27; H 0.12; H 0.37; C 0.59; O -0.64; N -0.02; N -0.39; H -0.07; H 0.10; H 0.16; H 0.26; C 0.14; O -0.63; N 0.84; N 0.92; H -0.48; H -0.37; H -0.73; H 0.30; C 0.69; O -0.73; N 0.20; N -0.31; H -0.07; H 0.06; H 0.16; H 0.18; C 0.49; O -0.63; N -0.37; N -0.42; H 0.19; H 0.28; H 0.27; H 0.17; C 0.61; O -0.83; N 0.04; N -0.39; H -0.17; H 0.35; H 0.26; H 0.13; C 0.60; O -0.60; N -0.43; N 0.02; H 0.15; H 0.25; H -0.04; H 0.14; C 0.73; O -0.77; N -0.44

---

The most stable of them is arrangement w.

---

Arrangement w

Entry from the OMol25 dataset: a cluster of 4 separate species, C4H12O4 in total (wB97M-V/def2-TZVPD).

Geometry as ORCA input:
```
! RIJCOSX wB97M-V def2-TZVPD def2/J DEFGRID3
* xyz 0 1
C 1.32 -0.81 1.77
C 1.85 -1.35 0.67
C 1.23 -1.24 -0.65
C 0.82 -0.16 -1.28
O 0.32 -0.36 -2.58
H 1.70 -0.90 2.77
H 0.41 -0.23 1.68
H 2.77 -1.92 0.65
H 1.22 -2.14 -1.25
H 0.44 0.74 -0.83
H 0.66 0.40 -3.06
H -1.56 -0.55 -1.12
H -2.15 -1.86 -1.43
O -2.41 -1.00 -1.08
H -0.61 2.83 1.16
H 0.69 2.13 1.41
O 0.02 2.24 0.72
H -1.56 1.40 1.12
H -2.62 1.49 0.19
O -2.54 1.29 1.14
*
```

Computed properties:
- HOMO-LUMO gap: 9.41 eV
- Structure (SMILES): C=C/C=C/O.O.O.O
- E_HOMO: -9.072 eV
- Lowest unoccupied orbital energy: 0.33 eV

natural (NBO) atomic charges, in units of e: C -0.39; C -0.20; C -0.28; C 0.08; O -0.71; H 0.20; H 0.19; H 0.21; H 0.22; H 0.20; H 0.48; H 0.47; H 0.46; O -0.93; H 0.48; H 0.49; O -0.94; H 0.46; H 0.46; O -0.94

---

Arrangement x

Entry from the OMol25 dataset: a cluster of 3 separate species, C4H12O4 in total (wB97M-V/def2-TZVPD).

Geometry as ORCA input:
```
! RIJCOSX wB97M-V def2-TZVPD def2/J DEFGRID3
* xyz 0 1
O 2.04 -2.83 -0.46
C 1.12 -2.10 -0.67
O 0.50 -2.12 -1.88
C 0.68 -0.94 0.22
C 0.94 0.39 -0.53
C 0.45 1.55 0.31
H -0.40 -1.84 -1.81
H 1.32 -0.99 1.11
H -0.31 -1.04 0.67
H 2.03 0.38 -0.63
H 0.41 0.46 -1.48
H -0.64 1.51 0.49
H 0.61 2.58 0.03
H 0.80 1.48 1.35
H -0.91 -1.70 2.77
H -1.92 -0.42 3.07
O -1.34 -0.92 2.46
H -1.09 2.47 -1.28
H -2.59 1.97 -1.77
O -1.68 2.11 -1.95
*
```

Computed properties:
- HOMO-LUMO gap: 10.53 eV
- Structure (SMILES): CCCC(=O)O.O.O
- E_HOMO: -10.159 eV
- Lowest unoccupied orbital energy: 0.37 eV

natural (NBO) atomic charges, in units of e: O -0.56; C 0.79; O -0.69; C -0.54; C -0.40; C -0.63; H 0.48; H 0.22; H 0.25; H 0.21; H 0.22; H 0.20; H 0.21; H 0.21; H 0.49; H 0.50; O -0.98; H 0.49; H 0.49; O -0.98

---

The most stable of them is arrangement x.

---

Arrangement w

Entry from the OMol25 dataset: a cluster of 2 separate species, C2H7NO2 in total (wB97M-V/def2-TZVPD).

Geometry as ORCA input:
```
! RIJCOSX wB97M-V def2-TZVPD def2/J DEFGRID3
* xyz 0 1
C -1.17 1.50 0.76
O -1.26 0.86 -0.39
H -0.15 1.56 1.09
H -1.54 2.59 0.65
H -1.89 1.08 1.39
H -2.04 0.93 -0.90
C 1.05 -1.96 -0.07
N 1.61 -0.91 -0.85
O 1.52 -3.05 0.06
H 0.15 -1.52 0.50
H 2.37 -1.14 -1.46
H 1.36 0.05 -0.78
*
```

Computed properties:
- HOMO-LUMO gap: 10.64 eV
- Structure (SMILES): NC=O.CO
- E_HOMO: -9.996 eV
- Lowest unoccupied orbital energy: 0.64 eV

natural (NBO) atomic charges, in units of e: C -0.22; O -0.74; H 0.18; H 0.14; H 0.16; H 0.48; C 0.54; N -0.85; O -0.58; H 0.10; H 0.39; H 0.40

---

Arrangement x

Entry from the OMol25 dataset: a cluster of 2 separate species, C2H7NO2 in total (wB97M-V/def2-TZVPD).

Geometry as ORCA input:
```
! RIJCOSX wB97M-V def2-TZVPD def2/J DEFGRID3
* xyz 0 1
C -1.37 0.40 0.87
N -1.15 0.11 -0.44
C 0.16 -0.16 -0.99
O -2.44 0.60 1.39
H -0.43 0.46 1.44
H -1.92 0.16 -1.10
H 0.40 0.54 -1.79
H 0.19 -1.15 -1.44
H 0.95 -0.10 -0.25
H 3.73 -1.44 -0.08
H 3.61 -0.63 -1.37
O 3.49 -0.58 -0.42
*
```

Computed properties:
- HOMO-LUMO gap: 10.20 eV
- Structure (SMILES): CNC=O.O
- E_HOMO: -9.640 eV
- Lowest unoccupied orbital energy: 0.56 eV

natural (NBO) atomic charges, in units of e: C 0.53; N -0.62; C -0.42; O -0.61; H 0.10; H 0.40; H 0.19; H 0.19; H 0.23; H 0.47; H 0.47; O -0.94

---

The most stable of them is arrangement x.